No. 1
This record from the OMol25 dataset describes C25H26N7O2RuS2 as an isolated structure at a distorted geometry. The level of theory is ωB97M-V/def2-TZVPD.

Results
**Energy relative to the best compared isomer or geometry (same formula, charge and spin)**: 0.00 kJ/mol
**E_HOMO (alpha / beta)**: -16.88 / -16.85 eV
**<S²>**: 6.051
**Kohn-Sham gap (alpha / beta)**: 0.284 / 0.169 Ha

ORCA input file:
```
! wB97M-V def2-TZVPD RIJCOSX def2/J DEFGRID3
* xyz 3 5
Ru -0.313 -0.404 0.879
N -0.436 0.698 2.739
C -1.804 1.041 3.047
C -2.192 1.667 4.208
C -3.541 1.994 4.414
C -4.484 1.702 3.464
C -4.112 1.063 2.259
C -5.023 0.745 1.234
C -4.571 0.110 0.097
C -3.228 -0.230 -0.010
N -2.329 0.036 0.943
C -2.753 0.712 2.065
H 0.110 1.518 2.420
H 0.050 0.398 3.583
H -1.455 1.927 4.958
H -3.829 2.493 5.329
H -5.524 1.951 3.626
H -6.068 1.009 1.345
H -5.247 -0.134 -0.710
H -2.867 -0.730 -0.900
C 1.815 3.315 -4.716
C 1.956 2.603 -3.421
C 0.862 2.478 -2.548
C 1.018 1.900 -1.307
C 2.274 1.442 -0.924
C 3.365 1.515 -1.778
C 3.194 2.075 -3.030
S 2.528 1.022 0.762
O 1.678 1.904 1.534
O 3.897 0.884 1.094
N 1.705 -0.475 0.989
C 2.008 -1.338 1.977
C 3.237 -1.474 2.667
C 3.310 -2.406 3.685
C 2.201 -3.191 3.978
C 1.013 -2.995 3.250
N 0.916 -2.097 2.295
H 0.777 3.474 -4.999
H 2.354 2.808 -5.517
H 2.286 4.301 -4.647
H -0.097 2.885 -2.836
H 0.184 1.864 -0.602
H 4.335 1.167 -1.448
H 4.038 2.146 -3.704
H 4.084 -0.860 2.397
H 4.225 -2.515 4.252
H 2.235 -3.939 4.758
H 0.128 -3.578 3.475
C 0.181 -0.730 -4.894
C 1.008 -1.745 -4.089
C 0.381 -2.020 -2.771
N 0.327 -1.201 -1.779
N -0.369 -1.674 -0.712
C -0.853 -2.912 -0.889
N -1.580 -3.553 0.022
S -0.453 -3.535 -2.445
H 0.706 -0.491 -5.815
H 0.045 0.184 -4.320
H -0.795 -1.138 -5.154
H 2.012 -1.352 -3.922
H 1.093 -2.673 -4.655
H -1.711 -3.146 0.934
H -1.904 -4.495 -0.134
*
```

No. 2
This record from the OMol25 dataset describes C9H14NOS as an isolated structure at a distorted geometry. The level of theory is ωB97M-V/def2-TZVPD.

Results
**Energy relative to the best compared isomer or geometry (same formula, charge and spin)**: 244.32 kJ/mol
**E_HOMO**: -11.93 eV
**Kohn-Sham gap**: 0.330 Ha

ORCA input file:
```
! wB97M-V def2-TZVPD RIJCOSX def2/J DEFGRID3
* xyz 1 1
C -1.609 -0.194 1.209
C -2.928 -0.112 1.381
C -2.296 0.043 -0.908
C -1.151 -0.025 -0.096
C 0.834 -1.807 0.066
C 0.269 -2.857 -0.826
C 2.367 0.993 0.324
C 0.724 2.532 -0.342
C 0.273 0.062 -0.507
N 0.885 1.149 0.218
O 1.235 -1.846 1.158
S -3.704 0.101 -0.126
H -0.983 -0.526 2.042
H -3.311 -0.536 2.281
H -2.144 0.090 -1.986
H -0.489 -2.442 -1.574
H 0.972 -3.580 -1.254
H -0.462 -3.423 -0.050
H 2.985 1.861 0.335
H 2.623 0.216 1.122
H 2.610 0.578 -0.597
H -0.274 2.777 -0.420
H 1.289 3.133 0.352
H 1.297 2.647 -1.329
H 0.519 0.043 -1.627
H 0.469 1.124 1.155
*
```

No. 3
This record from the OMol25 dataset describes a single C9H7N molecule at a distorted geometry. The level of theory is ωB97M-V/def2-TZVPD.

Results
**Energy relative to the best compared isomer or geometry (same formula, charge and spin)**: 682.19 kJ/mol
**SMILES**: C=C[C@@]12C(=C)C=N[C@@]13C=C23
**E_HOMO (alpha / beta)**: -8.25 / -8.25 eV
**Kohn-Sham gap (alpha / beta)**: 0.294 / 0.294 Ha

ORCA input file:
```
! wB97M-V def2-TZVPD RIJCOSX def2/J DEFGRID3
* xyz 0 1
C 1.667 1.034 -1.414
C 1.026 1.367 -0.284
C 0.213 0.389 0.431
C -1.307 0.085 -0.051
C -2.511 0.394 0.409
C -1.134 -1.290 -0.588
N 0.024 -1.889 -0.298
C 0.855 -1.012 0.300
C 1.411 -0.928 1.558
C 0.291 -0.208 1.744
H 2.052 1.758 -2.011
H 1.683 0.183 -1.844
H 1.243 2.423 -0.063
H -2.584 1.236 1.116
H -3.300 -0.247 0.078
H -1.830 -1.828 -1.147
H 2.200 -1.468 2.064
*
```

No. 4
This record from the OMol25 dataset describes a single C19H24N2O4S molecule at a distorted geometry. The level of theory is ωB97M-V/def2-TZVPD.

Results
**Energy relative to the best compared isomer or geometry (same formula, charge and spin)**: 158.95 kJ/mol
**SMILES**: Cc1cc(C)cc(OCc2nnc(SCC(=O)OC3CCCCC3)o2)c1
**E_HOMO**: -8.76 eV
**Kohn-Sham gap**: 0.342 Ha

ORCA input file:
```
! wB97M-V def2-TZVPD RIJCOSX def2/J DEFGRID3
* xyz 0 1
C 5.423 0.069 -0.172
C 4.049 0.667 -0.161
C 3.662 1.596 -1.111
C 2.391 2.161 -1.086
C 1.999 3.184 -2.108
C 1.501 1.770 -0.101
C 1.874 0.828 0.855
O 0.903 0.496 1.773
C 1.117 -0.632 2.582
C 1.416 -1.851 1.779
N 2.160 -2.856 2.092
N 2.158 -3.706 1.045
C 1.409 -3.166 0.136
S 1.052 -3.771 -1.437
C -0.053 -2.432 -1.994
C -1.197 -2.224 -1.010
O -1.704 -3.101 -0.365
O -1.533 -0.945 -0.979
C -2.594 -0.557 -0.083
C -2.289 0.849 0.419
C -3.407 1.326 1.340
C -4.750 1.292 0.617
C -5.047 -0.117 0.112
C -3.934 -0.602 -0.813
O 0.895 -1.978 0.533
C 3.149 0.287 0.831
H 6.022 0.494 0.634
H 5.927 0.268 -1.114
H 5.375 -1.007 -0.017
H 4.357 1.890 -1.884
H 0.920 3.310 -2.139
H 2.351 2.896 -3.096
H 2.448 4.146 -1.861
H 0.506 2.182 -0.058
H 1.928 -0.484 3.306
H 0.179 -0.772 3.133
H -0.450 -2.766 -2.953
H 0.509 -1.507 -2.125
H -2.608 -1.269 0.752
H -2.207 1.513 -0.444
H -1.332 0.849 0.943
H -3.190 2.339 1.681
H -3.452 0.679 2.220
H -5.544 1.617 1.293
H -4.725 1.982 -0.228
H -5.997 -0.132 -0.424
H -5.130 -0.798 0.962
H -4.133 -1.623 -1.144
H -3.874 0.040 -1.695
H 3.470 -0.434 1.568
*
```

No. 5
This record from the OMol25 dataset describes a single C10H17N3O5 molecule at a distorted geometry. The level of theory is ωB97M-V/def2-TZVPD.

Results
**Energy relative to the best compared isomer or geometry (same formula, charge and spin)**: 178.05 kJ/mol
**SMILES**: CNC(=O)CNC(=O)[C@@H](CCC(=O)O)NC(C)=O
**E_HOMO**: -9.46 eV
**Kohn-Sham gap**: 0.364 Ha

ORCA input file:
```
! wB97M-V def2-TZVPD RIJCOSX def2/J DEFGRID3
* xyz 0 1
C -1.808 -2.599 3.718
N -1.124 -1.307 3.440
C -1.223 -0.031 3.816
O -2.045 0.494 4.638
C -0.242 0.924 3.153
N -0.122 0.792 1.701
C 0.547 -0.109 0.942
O 0.947 -1.156 1.344
C 0.533 0.188 -0.618
C 1.646 1.226 -1.049
C 1.562 2.156 -2.270
C 0.162 2.635 -2.550
O -0.824 2.736 -1.816
O 0.100 3.345 -3.682
N 0.662 -0.976 -1.530
C -0.103 -1.194 -2.584
C 0.003 -2.488 -3.259
O -0.949 -0.473 -3.058
H -2.137 -3.053 2.817
H -1.045 -3.208 4.072
H -2.617 -2.405 4.389
H -0.369 -1.499 2.756
H -0.566 2.012 3.260
H 0.826 0.726 3.506
H -0.461 1.550 1.254
H -0.386 0.709 -0.818
H 2.513 0.627 -1.079
H 1.845 1.919 -0.174
H 2.003 1.672 -3.103
H 2.029 3.096 -1.950
H -0.803 3.772 -3.613
H 1.198 -1.752 -1.163
H 0.946 -2.427 -3.788
H -0.767 -2.525 -4.058
H 0.068 -3.377 -2.645
*
```

No. 6
This record from the OMol25 dataset describes C16H15MgN8O7P2S2 as an isolated structure. The level of theory is ωB97M-V/def2-TZVPD.

Results
**Energy relative to the best compared isomer or geometry (same formula, charge and spin)**: 5.34 kJ/mol
**E_HOMO**: -5.52 eV
**Kohn-Sham gap**: 0.292 Ha

ORCA input file:
```
! wB97M-V def2-TZVPD RIJCOSX def2/J DEFGRID3
* xyz -1 1
Mg -0.242 0.060 0.911
N -3.001 -0.169 2.571
C -3.320 -0.442 1.315
N -4.600 -0.773 1.074
C -4.869 -1.090 -0.179
N -6.148 -1.412 -0.487
N -3.991 -1.102 -1.198
C -2.768 -0.731 -0.860
N -2.350 -0.385 0.357
C -1.772 -0.710 -1.969
C -1.746 -1.747 -2.889
C -0.774 -1.720 -3.872
C 0.095 -0.643 -3.920
C -0.028 0.351 -2.964
N -0.934 0.321 -1.989
H -3.727 -0.229 3.260
H -2.048 0.038 2.838
H -6.782 -1.590 0.270
H -6.319 -1.820 -1.388
H -2.445 -2.565 -2.800
H -0.685 -2.536 -4.576
H 0.872 -0.580 -4.669
H 0.641 1.204 -2.971
O 2.189 -1.267 3.468
P 0.875 -0.367 3.598
O 0.512 -0.130 5.014
O -0.160 -0.927 2.641
O 1.354 1.041 2.930
P 0.272 2.291 2.792
O -0.268 2.414 4.284
O 0.960 3.512 2.345
O -0.808 1.707 1.884
H 2.137 -1.797 2.661
H -0.119 1.581 4.791
S 0.941 -4.046 -1.410
C 0.689 -2.628 -0.635
N 0.515 -1.608 -0.091
S 2.257 3.603 -0.858
C 1.005 2.579 -0.283
N 1.295 1.330 -0.129
C 2.633 1.100 -0.454
C 3.293 -0.128 -0.399
C 4.621 -0.182 -0.765
C 5.305 0.965 -1.189
C 4.663 2.184 -1.256
C 3.321 2.238 -0.884
H 0.028 2.978 -0.055
H 2.754 -1.011 -0.092
H 5.142 -1.129 -0.726
H 6.348 0.895 -1.468
H 5.185 3.073 -1.581
*
```

No. 7
This record from the OMol25 dataset describes a 7-piece molecular cluster, C21H49BBrN7O16 overall at a distorted geometry. The level of theory is ωB97M-V/def2-TZVPD.

Results
**SMILES**: CCB(O)OC(=O)N(Br)CCCCCCCCCCCOC.C[N+](=O)[O-].C[N+](=O)[O-].C[N+](=O)[O-].C[N+](=O)[O-].C[N+](=O)[O-].C[N+](=O)[O-]
**E_HOMO**: -9.83 eV
**Kohn-Sham gap**: 0.352 Ha

ORCA input file:
```
! wB97M-V def2-TZVPD RIJCOSX def2/J DEFGRID3
* xyz 0 1
C 7.386 -2.286 1.496
C 6.530 -3.372 0.789
B 5.291 -2.822 -0.013
O 4.375 -3.757 -0.502
O 5.058 -1.461 -0.224
C 3.744 -1.115 -0.277
O 3.195 -1.202 -1.289
N 3.110 -0.598 0.865
Br 2.762 -1.979 2.090
C 1.796 0.015 0.518
C 1.168 0.780 1.690
C -0.362 0.592 1.711
C -0.741 -0.755 2.308
C -2.210 -1.164 2.093
C -2.709 -0.950 0.649
C -3.689 -2.009 0.174
C -3.126 -3.464 0.124
C -1.587 -3.581 0.081
C -1.198 -4.947 -0.507
C 0.051 -5.543 0.135
O -0.145 -5.599 1.522
C 0.893 -6.304 2.163
H 6.860 -1.343 1.613
H 7.608 -2.644 2.498
H 8.322 -2.171 0.962
H 7.104 -3.998 0.109
H 6.108 -4.000 1.574
H 3.860 -4.030 0.273
H 1.139 -0.793 0.195
H 1.907 0.711 -0.304
H 1.631 0.585 2.656
H 1.330 1.840 1.493
H -0.694 0.733 0.689
H -0.743 1.378 2.360
H -0.556 -0.681 3.381
H -0.102 -1.564 1.953
H -2.304 -2.202 2.409
H -2.791 -0.591 2.818
H -3.196 0.020 0.624
H -1.845 -0.891 -0.003
H -4.616 -2.024 0.747
H -3.981 -1.748 -0.844
H -3.485 -3.901 -0.809
H -3.528 -4.055 0.943
H -1.146 -2.804 -0.536
H -1.232 -3.485 1.100
H -2.000 -5.653 -0.290
H -1.076 -4.877 -1.584
H 0.173 -6.544 -0.295
H 0.926 -4.930 -0.115
H 0.905 -7.341 1.818
H 0.700 -6.253 3.230
H 1.867 -5.827 2.007
C 5.144 2.217 -0.312
N 5.025 3.094 0.885
O 6.043 3.357 1.496
O 3.909 3.486 1.165
H 6.185 1.944 -0.444
H 4.534 1.338 -0.131
H 4.780 2.778 -1.168
C -1.514 2.871 -2.867
N -1.625 2.411 -1.455
O -1.320 3.197 -0.578
O -2.017 1.273 -1.276
H -1.157 3.895 -2.872
H -0.813 2.213 -3.373
H -2.504 2.802 -3.312
C -4.742 5.024 -1.720
N -4.362 4.854 -3.151
O -3.594 5.671 -3.634
O -4.844 3.909 -3.743
H -4.240 5.900 -1.329
H -5.818 5.146 -1.681
H -4.430 4.128 -1.188
C -7.714 7.881 0.539
N -6.951 6.617 0.353
O -5.870 6.522 0.900
O -7.465 5.760 -0.343
H -7.136 8.543 1.173
H -7.863 8.316 -0.445
H -8.663 7.625 1.002
C -5.174 8.454 -4.686
N -5.491 8.836 -3.282
O -5.396 10.006 -2.975
O -5.825 7.935 -2.532
H -4.895 9.348 -5.231
H -4.353 7.742 -4.652
H -6.066 8.000 -5.109
C 7.070 -7.888 0.861
N 7.065 -7.006 2.062
O 6.443 -7.384 3.037
O 7.685 -5.964 1.977
H 6.482 -8.772 1.079
H 6.637 -7.323 0.040
H 8.104 -8.149 0.652
*
```

No. 8
This record from the OMol25 dataset describes CsF2NO4S2 as an isolated structure at a distorted geometry. The level of theory is ωB97M-V/def2-TZVPD.

Results
**Energy relative to the best compared isomer or geometry (same formula, charge and spin)**: 80.28 kJ/mol
**E_HOMO**: -9.89 eV
**Kohn-Sham gap**: 0.321 Ha

ORCA input file:
```
! wB97M-V def2-TZVPD RIJCOSX def2/J DEFGRID3
* xyz 0 1
Cs -20.179 0.539 -7.474
N -18.634 -1.786 -6.841
S -17.292 -1.737 -6.083
O -16.100 -1.390 -6.808
O -17.172 -2.644 -4.988
F -17.572 -0.319 -5.285
S -18.428 -3.290 -7.621
O -18.621 -4.414 -6.776
O -17.418 -3.309 -8.630
F -19.743 -3.206 -8.561
*
```

Total energy
In order: -2392.3015; -879.1658; -401.6100; -1547.0692; -931.7332; -3263.3381; -5015.0125; -1371.9523
Unit: hartree